No. 1
The following is a quantum chemistry calculation of a 14-piece molecular cluster, C3H36N2O14 overall at a distorted geometry, from OMol25.

Output
HOMO-LUMO gap = 9.13 eV
energy relative to the best compared isomer or geometry (same formula, charge and spin) = 0.00 kcal per mole

Each line ends with the natural charge from an NBO analysis.
Cartesian coordinates (Å):
C1 -0.54985 0.52207 0.37242  -0.240
N1 0.03964 -0.29566 1.43602  -0.703
C2 1.15479 0.20702 2.16923  0.089
O1 2.25325 -0.72092 1.99695  -0.789
C3 -0.00600 0.12431 -0.99778  -0.225
N2 -0.70571 -0.99648 -1.62746  -0.907
H1 -0.40641 1.59382 0.54105  0.192
H2 -1.62693 0.49701 0.46926  0.203
H3 -0.65288 -0.91711 1.82363  0.409
H4 1.51191 1.17167 1.81842  0.174
H5 0.95509 0.09667 3.23395  0.176
H6 2.82787 -0.57252 1.23786  0.488
H7 -0.20721 1.00777 -1.61061  0.186
H8 1.01615 -0.21710 -0.86233  0.175
H9 -0.17653 -1.31770 -2.42596  0.375
H10 -1.66889 -0.82753 -1.89568  0.401
H11 3.52838 -0.68128 -0.61614  0.488
H12 3.45137 0.90191 -0.68520  0.474
O2 4.00280 0.14848 -0.45736  -0.960
H13 1.66955 -2.17049 -0.88601  0.490
H14 2.87446 -3.11774 -0.43117  0.507
O3 2.56131 -2.47810 -1.07543  -0.989
H15 -4.45546 0.19370 -1.91708  0.475
H16 -3.46606 1.26962 -1.45888  0.501
O4 -3.54472 0.48381 -2.01929  -0.976
H17 2.25698 -2.15978 -3.54045  0.492
H18 0.86276 -2.36754 -4.19878  0.473
O5 1.59338 -1.75259 -4.10395  -0.960
H19 -1.12258 -3.89857 0.10170  0.487
H20 -1.44508 -2.46077 -0.49262  0.512
O6 -1.53622 -3.05059 0.28021  -1.014
H21 -2.58082 1.25020 2.61172  0.490
H22 -2.52812 2.30474 3.73222  0.477
O7 -2.29446 2.14880 2.81890  -0.970
H23 1.32716 5.04888 0.88403  0.473
H24 0.15717 4.13618 0.76966  0.465
O8 0.72188 4.69956 0.22427  -0.933
H25 2.49474 1.25670 -4.32055  0.486
H26 2.14236 1.28560 -2.88541  0.468
O9 2.34034 1.89146 -3.61004  -0.947
H27 -3.07359 2.89097 0.99370  0.510
H28 -3.38344 1.34278 0.64161  0.489
O10 -3.28856 2.24313 0.32445  -0.998
H29 2.39183 -3.49509 2.46066  0.475
H30 1.39231 -2.47320 1.81160  0.504
O11 1.67403 -3.40090 1.83437  -0.994
H31 -1.31533 -2.86890 3.54828  0.486
H32 -1.80277 -3.03435 2.06805  0.515
O12 -1.86921 -2.47759 2.86848  -1.002
H33 1.63861 3.71667 -1.39316  0.469
H34 2.30858 3.62212 -2.76073  0.485
O13 2.24751 4.18391 -1.97194  -0.964
H35 -3.07601 -0.99914 0.99223  0.481
H36 -3.12139 -0.98592 2.46928  0.510
O14 -3.49200 -0.50200 1.70983  -0.980

Atomic forces in eV per Å
0.666 -0.465 0.641
-0.839 1.246 -1.105
0.246 -2.237 -0.435
0.394 -0.225 0.807
-1.924 0.509 -0.238
-0.001 -1.184 0.561
0.575 -0.016 0.018
-0.150 -0.520 -0.529
0.468 0.015 0.826
-0.554 0.343 0.244
0.152 0.713 0.126
-0.147 0.634 -0.095
1.018 0.188 -0.343
0.329 0.688 -0.239
-0.134 0.103 -0.188
0.109 0.627 -0.135
-0.135 0.122 -0.502
-0.119 -0.132 -0.146
0.183 -0.154 0.467
-0.101 -0.547 0.585
-0.647 -0.016 0.444
0.561 0.645 -0.931
-0.044 0.042 -0.028
-0.016 0.178 -0.016
0.146 -0.164 0.133
-0.044 -0.291 0.189
0.157 -0.248 -0.002
-0.087 0.539 -0.041
0.120 0.117 -0.336
0.671 -0.039 -0.044
-0.524 -0.217 0.246
-0.079 -0.086 0.025
-0.084 -0.021 0.309
0.293 0.139 -0.054
0.315 0.244 -0.165
-0.189 0.046 -0.198
-0.347 -0.410 0.605
0.034 0.277 -0.260
-0.089 0.217 0.141
-0.021 -0.768 -0.031
0.035 -0.548 0.648
-0.076 0.288 0.972
-0.381 0.183 -1.927
0.044 0.431 0.157
0.599 0.083 0.251
-0.584 -0.751 -0.550
0.023 -0.088 -0.037
0.147 0.381 0.128
-0.133 -0.003 0.169
-0.145 0.367 0.162
0.095 0.203 0.167
0.228 -0.340 -0.412
-0.220 0.020 -0.161
-0.169 -0.051 0.047
0.374 -0.065 0.076



No. 2
The following is a quantum chemistry calculation of C7H7N4ReSTe4 as an isolated structure at a distorted geometry, from OMol25.

Output
2S+1 = 4
HOMO-LUMO gap (spin up / spin down) = 5.83 / 5.26 eV
net charge = +1

Each line ends with the natural charge from an NBO analysis.
Cartesian coordinates (Å):
Re1 -0.57035 -0.20648 -1.59289  0.739
N1 -3.16141 3.33645 -1.86803  -0.740
C1 -2.33348 2.33759 -1.58429  0.310
S1 -2.02892 1.14907 -2.84715  -0.034
N2 -1.78030 2.28402 -0.39832  -0.376
N3 -0.96322 1.26016 -0.18795  -0.249
C2 -0.32968 1.14255 0.96158  0.026
C3 0.58162 0.05217 1.04196  0.210
C4 1.60561 -0.11639 2.02896  -0.271
C5 2.51635 -1.09898 1.86539  -0.094
C6 2.43660 -2.03790 0.74364  -0.453
C7 1.57036 -1.60464 -0.39029  -0.174
N4 0.52696 -0.74528 -0.01338  -0.570
H1 -3.61481 3.38886 -2.76200  0.423
H2 -3.33317 4.05430 -1.18288  0.427
H3 -0.47233 1.88376 1.73508  0.245
H4 1.64374 0.57460 2.85899  0.250
H5 3.31410 -1.23466 2.58403  0.245
H6 3.38292 -2.48064 0.44922  0.273
H7 1.20799 -2.46378 -0.94327  0.236
Te1 -2.17185 -2.21457 -1.05023  0.052
Te2 -1.29289 -3.03889 1.39347  0.044
Te3 1.28197 -3.88706 1.47513  0.291
Te4 1.98418 -0.33423 -2.31673  0.189

Atomic forces in eV per Å
-0.233 0.745 -0.096
-0.072 0.129 0.021
0.286 -0.576 -0.179
-0.039 0.161 -0.057
-0.404 0.815 0.485
0.421 -1.066 -0.603
-0.282 0.307 -0.085
0.112 -0.466 -0.352
0.055 0.072 0.097
-0.069 0.140 -0.014
-0.299 -0.364 0.328
0.386 -0.138 -0.728
0.132 0.237 0.776
0.003 0.024 -0.036
-0.008 -0.032 0.027
-0.040 0.009 -0.014
0.033 -0.055 0.030
-0.024 0.021 0.027
0.003 -0.019 -0.006
-0.109 0.005 0.083
0.248 0.075 -0.137
0.142 -0.075 0.360
0.096 0.263 -0.214
-0.339 -0.214 0.285



No. 3
The following is a quantum chemistry calculation of a 11-piece molecular cluster, C10H40N20O14S overall at a distorted geometry, from OMol25.

Output
HOMO-LUMO gap = 9.30 eV
energy relative to the best compared isomer or geometry (same formula, charge and spin) = 156.15 kcal per mole
net charge = -2

Each line ends with the Löwdin charge.
Cartesian coordinates (Å):
S1 -0.05036 0.21423 0.06678  0.300
O1 -0.58957 0.03852 1.39215  -0.346
O2 0.57140 -1.04169 -0.34837  -0.366
O3 -1.16955 0.40992 -0.81213  -0.406
O4 0.86502 1.37831 -0.09356  -0.360
C1 0.84054 1.94042 -3.44141  -0.726
O5 1.62155 2.03299 -4.44703  -0.036
N1 0.36567 2.82848 -2.64581  0.163
N2 0.44859 0.83383 -2.92115  0.164
H1 0.07295 2.57754 -1.71229  0.074
H2 0.79600 3.73608 -2.75151  0.106
H3 0.55583 -0.01517 -3.45761  0.099
H4 -0.22031 0.77674 -2.16656  0.025
C2 -2.49264 -3.44044 -0.21813  -0.821
O6 -3.19268 -4.35635 -0.46555  0.052
N3 -2.95322 -2.29346 0.10370  0.193
N4 -1.16911 -3.53784 -0.37239  0.184
H5 -2.31470 -1.51869 0.21381  0.064
H6 -3.93030 -2.16003 0.32184  0.133
H7 -0.53757 -2.83244 -0.02073  0.048
H8 -0.87140 -4.45573 -0.67065  0.113
C3 -3.71749 2.12239 0.06274  -0.810
O7 -4.66092 2.64461 0.57485  0.025
N5 -3.82335 0.90235 -0.35399  0.165
N6 -2.50332 2.67091 0.03758  0.196
H9 -2.96781 0.38052 -0.47986  0.038
H10 -4.66911 0.51043 -0.74283  0.130
H11 -1.88477 1.97993 -0.36249  0.040
H12 -2.26097 3.49802 0.56413  0.126
C4 -2.61423 -0.72817 -3.87149  -0.827
O8 -2.99885 -1.09179 -4.95081  0.026
N7 -1.74392 -1.44585 -3.27263  0.180
N8 -3.01279 0.26891 -3.15308  0.192
H13 -1.30005 -2.20173 -3.77433  0.121
H14 -1.44319 -1.25369 -2.32778  0.071
H15 -2.64201 0.50822 -2.24459  0.055
H16 -3.70601 0.89747 -3.53316  0.122
C5 2.13622 1.48080 3.86668  -0.686
O9 2.21775 2.73640 3.90840  -0.006
N9 1.99420 0.72628 2.81461  0.202
N10 2.14346 0.74738 4.96122  0.156
H17 1.76931 1.20473 1.95402  0.069
H18 1.57729 -0.18195 2.96089  0.068
H19 2.04626 -0.25540 5.03252  0.102
H20 2.19754 1.17910 5.87270  0.111
C6 -3.37523 -0.42647 3.24280  -0.799
O10 -4.43475 -0.68545 3.78242  0.011
N11 -2.62551 -1.36423 2.73600  0.142
N12 -2.89021 0.68216 2.84024  0.188
H21 -1.82418 -1.09391 2.18382  0.037
H22 -2.73913 -2.31663 3.05242  0.123
H23 -3.54449 1.43941 2.70389  0.116
H24 -1.95395 0.70975 2.46242  0.073
C7 1.66226 4.51644 0.81985  -0.782
O11 1.64221 5.57731 1.44355  0.005
N13 1.62079 4.42636 -0.46591  0.158
N14 1.86773 3.33930 1.29743  0.161
H25 1.67941 3.48604 -0.82986  0.051
H26 1.82098 5.28764 -0.95398  0.125
H27 1.47330 2.62553 0.70156  0.014
H28 1.78918 3.22732 2.29812  0.059
C8 1.97170 -3.52578 -2.50970  -0.763
O12 2.37012 -4.39329 -3.24984  0.042
N15 1.44045 -2.35309 -2.75333  0.166
N16 1.88394 -3.60181 -1.20963  0.139
H29 1.36045 -1.74209 -1.95310  0.044
H30 1.58722 -1.97700 -3.67914  0.122
H31 2.27020 -4.40253 -0.73031  0.114
H32 1.33138 -2.91067 -0.72269  0.034
C9 4.24864 0.98326 -1.45470  -0.829
O13 5.32450 0.90765 -1.86255  0.083
N17 3.71918 2.10751 -1.01180  0.184
N18 3.52210 -0.05915 -1.14280  0.185
H33 4.17322 3.00539 -1.09995  0.120
H34 2.84492 2.01938 -0.51380  0.043
H35 2.53040 0.02172 -0.96936  0.054
H36 3.98744 -0.94128 -1.30218  0.116
C10 1.22119 -3.00247 2.83203  -0.747
O14 1.34868 -3.95313 3.56405  0.028
N19 1.62703 -2.95411 1.57291  0.174
N20 0.37972 -2.01900 3.11039  0.158
H37 1.50047 -2.05262 1.13544  0.062
H38 2.19230 -3.66612 1.13290  0.100
H39 0.22600 -1.35619 2.36396  0.037
H40 -0.00909 -1.98024 4.04174  0.127

Atomic forces in eV per Å
1.489 0.059 -0.255
0.448 0.326 1.964
1.436 -0.638 0.108
-2.370 0.535 -1.989
-0.626 -1.575 0.280
3.665 -1.339 -3.889
-2.044 0.592 2.039
-0.602 6.741 1.476
-0.474 -6.350 -0.504
0.073 0.147 -0.278
-0.429 0.125 0.200
-0.005 0.217 0.047
-0.014 0.071 -0.621
1.825 -0.853 -0.956
-2.999 -4.133 -0.706
-1.256 4.946 1.119
1.873 -0.183 -0.068
-0.435 -0.046 0.133
0.386 -0.120 -0.022
0.013 -0.317 -0.168
0.309 0.413 0.204
-0.318 2.008 1.972
-3.024 2.525 1.147
0.601 -4.551 -2.126
1.190 -0.186 -0.801
-0.389 -0.086 -0.106
0.088 0.400 0.517
1.156 0.974 0.270
-0.095 -0.437 -0.180
-0.528 -1.144 -1.373
-1.653 0.426 -3.019
4.471 -3.314 2.854
-2.420 4.247 1.431
-0.266 0.146 0.267
0.118 -0.188 -0.186
0.064 -0.168 -0.621
0.192 -0.206 0.074
-0.072 3.330 1.061
0.077 -1.967 0.161
-0.269 -0.764 -3.242
0.243 -1.261 4.218
0.102 -0.431 -0.005
0.143 0.176 -0.211
0.059 0.220 -0.676
0.014 0.325 -0.475
-2.233 -2.620 -0.080
-1.187 0.564 1.263
2.464 -4.265 -0.122
0.451 6.249 -0.215
-0.241 -0.591 0.266
0.084 0.205 -0.218
0.380 0.244 0.119
-0.430 0.455 -0.196
0.739 3.166 2.576
-0.151 0.412 0.070
-0.725 1.166 -4.813
0.001 -3.067 2.616
0.306 0.914 -0.866
-0.226 -0.537 -0.475
0.093 -0.246 0.819
0.164 0.029 0.405
-0.191 -0.821 -0.455
0.666 -0.532 -1.046
-0.891 3.079 -3.548
0.888 -2.312 4.793
-0.161 0.628 -0.754
-0.134 0.217 0.200
-0.362 0.111 -0.154
0.361 -0.592 0.212
-2.594 1.203 2.373
6.841 -0.536 -3.280
-1.929 2.788 0.596
-1.858 -3.319 0.350
-0.114 -0.466 -0.021
0.483 0.377 -0.024
0.178 -0.352 -0.030
-0.600 0.034 -0.074
-1.208 -2.151 0.179
1.139 -1.329 1.400
1.307 0.506 -1.821
-0.323 1.968 0.866
0.403 -0.310 -0.731
-0.068 0.391 0.637
-0.890 0.444 0.607
-0.179 0.205 -0.485



No. 4
The following is a quantum chemistry calculation of one molecule with the formula C3H3BrCl2 at a distorted geometry, from OMol25.

Output
SMILES string = ClC/C=C(/Cl)Br
HOMO-LUMO gap = 9.91 eV
energy relative to the best compared isomer or geometry (same formula, charge and spin) = 5.89 kcal per mole

Each line ends with the natural charge from an NBO analysis.
Cartesian coordinates (Å):
C1 0.11124 0.67751 -0.17459  -0.275
C2 -1.26863 0.51664 -0.04884  -0.114
C3 0.91259 -0.48243 0.20172  -0.374
Cl1 -2.44236 1.84370 -0.21105  0.035
Cl2 1.60448 -1.37767 -1.24561  -0.099
Br1 -2.02217 -1.16655 0.39788  0.124
H1 0.82859 1.41076 -0.48656  0.253
H2 1.76925 -0.15835 0.77326  0.220
H3 0.50701 -1.26360 0.79377  0.231

Atomic forces in eV per Å
-3.341 -1.927 0.654
2.425 1.815 -0.430
1.772 -1.055 -0.179
0.998 -1.075 -0.036
-0.172 0.384 0.249
-0.210 0.582 -0.133
-1.067 1.372 -0.315
0.483 0.257 -0.093
-0.888 -0.353 0.283



no.,DFT total energy (hartree)
1,-1298.75323
2,-2038.24151
3,-2952.16560
4,-3610.46258